ORCA calculation (ωB97M-V/def2-TZVPD) on C8H10 as an isolated structure at a distorted geometry.

The value obtained for the calculated total energy is -8454.67464 eV. The energy above the lowest of the compared OMol25 structures with the same formula, charge and spin is 82.9 kcal per mole. Its spin multiplicity is 1.

Last column: Löwdin charge in e.
CARTESIAN COORDINATES (ANGSTROEM)
C (2.905, 0.384, -0.102)  -0.140
C (1.842, -0.704, 0.082)  -0.210
C (0.393, -0.279, 0.020)  -0.238
C (-0.043, 1.083, 0.063)  -0.050
C (-1.351, 1.426, 0.040)  -0.055
C (-2.342, 0.347, -0.008)  -0.075
C (-1.947, -0.917, -0.080)  -0.131
C (-0.589, -1.312, -0.002)  -0.054
H (3.691, -0.115, -0.168)  -0.035
H (3.070, 1.155, 0.767)  0.122
H (2.929, 0.957, -1.017)  0.073
H (2.001, -1.617, -0.688)  0.159
H (2.071, -1.077, 1.115)  0.122
H (0.954, 2.036, -0.015)  0.199
H (-1.596, 2.320, -0.028)  0.013
H (-3.305, 0.531, -0.147)  0.052
H (-2.539, -1.973, 0.017)  0.153
H (-0.483, -2.378, 0.088)  0.096